ORCA calculation (ωB97M-V with the def2-TZVPD basis set) on a single C19H16N2O7 molecule.

Geometry as XYZ:
```
44
Properties=species:S:1:pos:R:3:forces:R:3
O -5.283715 -0.329020 0.373474 -0.3 -0.2 -0.2
C -4.346017 0.353027 0.705895 0.2 0.6 0.1
N -3.306738 -0.077853 1.456520 0.3 0.0 0.4
H -2.565000 0.586343 1.628219 -0.1 -0.1 -0.2
C -2.912715 -1.472848 1.528062 0.0 0.0 -0.1
C -1.729737 -1.678923 0.613093 -0.1 -0.1 0.0
C -1.926945 -1.653984 -0.760423 0.0 -0.1 0.2
C -0.867651 -1.747458 -1.657958 0.3 0.0 0.0
C 0.392078 -1.873761 -1.125218 0.0 -0.1 0.6
C 0.600825 -1.893662 0.254830 -0.1 0.0 -0.6
C -0.440287 -1.785117 1.143323 0.2 -0.1 -0.1
H -0.265961 -1.801857 2.206721 0.0 0.0 0.2
O 1.943150 -2.018409 0.507552 -0.4 0.2 0.3
C 2.543951 -2.242016 -0.751329 1.1 -0.5 -0.2
O 1.597780 -1.987061 -1.765423 -0.4 0.2 -0.3
H 2.881567 -3.291811 -0.816153 -0.2 0.2 0.0
H 3.406967 -1.576968 -0.876535 -0.2 -0.1 0.1
H -1.028267 -1.728373 -2.722008 0.0 0.0 -0.2
H -2.930487 -1.558867 -1.145860 -0.2 0.0 0.0
H -2.661974 -1.726738 2.560811 -0.1 -0.1 -0.1
H -3.774128 -2.061419 1.205864 0.1 0.0 0.1
C -4.197790 1.836320 0.319837 -0.5 -0.2 -0.3
H -4.507834 2.489366 1.137060 0.1 -0.1 -0.1
H -4.799387 2.029904 -0.572118 0.1 -0.1 0.2
O -2.820633 2.109238 0.074928 0.2 0.4 0.2
C -2.344278 1.714976 -1.127156 -0.1 -0.1 -0.1
O -3.048102 1.402887 -2.052015 0.0 0.0 0.1
C -0.873503 1.650810 -1.167421 0.3 0.0 0.4
C -0.113858 1.617289 -0.066752 -0.7 0.1 -0.3
C 1.319328 1.403351 -0.007306 0.7 -0.1 0.1
C 1.912752 1.226212 1.248463 -0.1 0.1 -0.4
C 3.264704 0.990322 1.368741 0.4 -0.1 -0.1
C 4.044146 0.933523 0.219812 -1.3 0.3 0.0
C 3.480151 1.114654 -1.039671 0.3 0.0 0.1
C 2.126614 1.347500 -1.149353 -0.1 0.0 0.3
H 1.691867 1.487188 -2.125334 0.0 0.0 -0.1
H 4.114239 1.067539 -1.912353 0.0 0.0 0.0
N 5.456080 0.667613 0.333512 0.5 -0.1 0.0
O 6.065551 0.438235 -0.689942 0.2 -0.1 -0.2
O 5.943472 0.681837 1.442688 0.2 0.0 0.2
H 3.730463 0.841417 2.330624 0.0 0.0 0.0
H 1.298370 1.264618 2.135264 -0.1 0.0 0.1
H -0.595744 1.737668 0.894978 -0.1 0.0 0.0
H -0.473296 1.514329 -2.159960 0.0 0.0 -0.1
```
Forces are in eV/Å.

The value obtained for the total energy is -37272.4826 eV. The calculation puts the HOMO energy at -8.442 eV. Its LUMO energy is -1.29 eV.